Record 1
DFT (the ωB97M-V functional and the def2-TZVPD basis) results for a 2-piece molecular cluster, C2H5Cl2N2 overall at a distorted geometry.

Its spin multiplicity is 1. The total energy comes out at -1108.68255 Eh. Its energy relative to the best compared isomer or geometry (same formula, charge and spin) is 101.6 kcal per mole. As for the total charge: +1. The HOMO energy (spin up / spin down) comes out at -12.782 / -14.754 eV. The value obtained for the orbital gap (spin up / spin down) is 8.201 / 9.451 eV.

Each line ends with the Mulliken charge.
Geometry (Å):
C1 -0.60707 0.40474 0.17545  0.252
C2 1.65104 -0.22277 -0.23307  0.289
N1 -1.83926 0.13403 0.57421  -0.299
N2 0.32740 -0.46901 0.28429  -0.172
Cl1 2.19358 1.43318 -0.15548  -0.074
Cl2 2.69599 -1.52244 -0.03420  -0.068
H1 -0.21827 1.41726 -0.14199  0.295
H2 0.57538 0.17938 -2.64019  0.061
H3 -2.54594 0.77428 0.75257  0.229
H4 -2.21464 -0.75397 0.72237  0.194
H5 -0.01822 -1.37467 0.69605  0.293



Record 2
DFT (the ωB97M-V functional and the def2-TZVPD basis) results for C6H19HgO12S2 as an isolated structure at a distorted geometry.

Its spin multiplicity is 1. The total energy comes out at -2092.27105 Eh. As for the total charge: -3. The HOMO energy comes out at 1.144 eV. The value obtained for the orbital gap is 2.293 eV.

Each line ends with the Mulliken charge.
Geometry (Å):
Hg1 1.24104 -0.76710 -0.07436  0.050
S1 3.87748 -5.81877 -0.04172  1.238
O1 2.82093 -4.86257 0.31041  -0.563
O2 3.59013 -6.55293 -1.25559  -0.601
O3 5.05935 -5.06878 -0.44313  -0.522
O4 4.11216 -6.69683 1.06157  -0.697
S2 3.79163 -1.01683 -5.10548  1.221
O5 3.57335 -0.49297 -6.46514  -0.728
O6 4.28360 -2.40408 -5.18000  -0.598
O7 4.76612 -0.29541 -4.37287  -0.554
O8 2.55849 -0.89320 -4.28194  -0.549
O9 4.96916 -0.14269 0.97999  -0.798
H1 5.63677 -0.24252 1.68629  0.147
C1 -1.80072 5.39341 -1.36386  -1.030
C2 -1.26097 4.67310 -0.16764  -0.204
O10 -0.10812 3.90349 -0.51078  -0.467
H2 -1.12439 5.95399 -2.00917  0.341
H3 -2.65256 5.98283 -1.02467  0.299
H4 -2.24131 4.72493 -2.10353  0.282
H5 -2.04347 3.99153 0.16591  0.243
H6 -1.18257 5.37063 0.66627  0.224
H7 0.50434 4.42938 -1.03033  0.298
C3 -3.40190 -0.52985 -2.83454  -1.047
C4 -3.54242 -1.96729 -2.29665  -0.206
O11 -3.06399 -1.78139 -0.99867  -0.495
H8 -2.41587 -0.14465 -2.57479  0.297
H9 -4.17483 0.10050 -2.39484  0.270
H10 -3.53069 -0.54034 -3.91685  0.347
H11 -2.95336 -2.60893 -2.95192  0.294
H12 -4.58980 -2.24296 -2.17366  0.251
H13 -3.09398 -2.60798 -0.51137  0.272
C5 -1.62798 0.17522 6.04088  -0.867
C6 -0.39792 0.78832 5.59673  -0.343
O12 0.09533 0.00372 4.49879  -0.447
H14 -2.38501 -0.19489 5.34949  0.281
H15 -2.04727 0.93198 6.70390  0.290
H16 -1.47853 -0.75443 6.59000  0.273
H17 0.28796 1.12112 6.37578  0.286
H18 -0.71500 1.71661 5.12150  0.229
H19 0.66471 -0.63356 4.93615  0.284



Record 3
DFT (the ωB97M-V functional and the def2-TZVPD basis) results for C18H54InLiO25P as an isolated structure at a distorted geometry.

Its spin multiplicity is 2. The total energy comes out at -3138.32110 Eh. As for the total charge: -2. The HOMO energy (spin up / spin down) comes out at -3.200 / -3.200 eV. The value obtained for the orbital gap (spin up / spin down) is 6.459 / 6.199 eV. As for the expectation value of S²: 0.759.

Each line ends with the Mulliken charge.
Geometry (Å):
Li1 3.09166 1.96741 -5.27556  0.789
In1 -0.49028 0.52743 -5.93679  0.803
C1 0.42513 0.22048 -0.84339  0.151
C2 1.59349 0.34236 -0.10070  -0.229
C3 2.91771 0.94184 -0.67847  -0.585
O1 3.98605 1.26484 -0.02215  -0.284
C4 3.02361 1.07582 -2.01394  0.137
C5 1.94370 0.71892 -2.97269  0.104
C6 0.45883 0.52043 -2.30871  -0.018
O2 -0.57521 0.59722 -2.99164  -0.794
O3 2.00398 0.70516 -4.16005  -0.435
O4 1.44205 0.08970 1.15687  -0.335
H1 -0.43796 -0.19331 -0.34314  0.223
H2 3.88817 1.55793 -2.44581  0.691
P1 1.30192 3.61092 -5.86991  0.571
O5 -0.23349 3.47255 -5.68170  -0.715
O6 2.15025 3.75568 -4.61134  -0.439
O7 1.82548 4.72859 -6.75112  -0.434
O8 1.79379 2.38863 -6.60201  -0.800
C7 -0.72336 -4.28517 0.62839  -0.411
O9 -1.99914 -4.97798 0.82613  -0.396
C8 -3.10755 -4.23559 0.36411  -0.666
C9 -3.19653 -2.81299 1.05201  -0.071
O10 -2.95024 -3.11012 2.42045  -0.416
C10 -3.14040 -1.96142 3.22043  -0.520
H3 -0.59625 -3.28087 1.03252  -0.027
H4 -0.57879 -4.16345 -0.44511  0.312
H5 0.14755 -4.82050 1.00659  0.318
H6 -4.04280 -4.79118 0.43296  0.367
H7 -3.07037 -3.98652 -0.69640  0.325
H8 -4.26542 -2.60156 1.02261  0.697
H9 -2.59012 -2.06970 0.53445  -0.096
H10 -2.35881 -1.20515 3.14785  0.094
H11 -3.13657 -2.38788 4.22353  0.284
H12 -4.07259 -1.42257 3.05084  0.307
C11 -9.69630 -1.23324 -2.03276  -0.799
O11 -8.41704 -1.25858 -2.57537  -0.346
C12 -7.42547 -1.26807 -1.54755  -0.376
C13 -5.99936 -1.27799 -2.10665  -0.480
O12 -4.95165 -0.96832 -1.17256  -0.286
C14 -3.64928 -0.95462 -1.70432  -0.467
H13 -10.10658 -2.04194 -1.42795  0.337
H14 -10.28772 -1.19584 -2.94759  0.262
H15 -9.93924 -0.48826 -1.27507  0.319
H16 -7.75967 -2.06649 -0.88501  0.309
H17 -7.69144 -0.33034 -1.05968  0.293
H18 -5.96435 -0.60630 -2.96439  0.301
H19 -5.81045 -2.25203 -2.55792  0.297
H20 -2.99264 -0.59264 -0.91318  -0.115
H21 -3.47145 -0.23674 -2.50502  0.466
H22 -3.22237 -1.92484 -1.95835  0.309
C15 1.31496 -0.26967 8.31148  -0.712
O13 1.99469 0.38685 7.21024  -0.353
C16 1.16725 0.97224 6.22444  -0.669
C17 0.54029 -0.06929 5.26594  0.156
O14 1.40161 -0.98891 4.66629  -0.376
C18 0.74915 -1.90173 3.79389  -0.482
H23 0.66858 0.44644 8.81890  0.306
H24 2.10911 -0.58879 8.98646  0.266
H25 0.84795 -1.23365 8.10959  0.262
H26 1.81716 1.55240 5.56936  0.289
H27 0.37618 1.59693 6.63929  0.355
H28 0.15423 0.50628 4.42464  0.076
H29 -0.22816 -0.67862 5.74164  0.303
H30 1.41578 -2.17517 2.97600  0.167
H31 -0.05329 -1.39157 3.26105  0.015
H32 0.51340 -2.76639 4.41429  0.422
O15 2.15066 -0.73406 -6.56450  -0.510
H33 2.86001 -0.11367 -6.73229  0.259
H34 2.59215 -1.57243 -6.42872  0.264
O16 0.97892 2.54519 2.59906  -0.675
H35 1.60623 1.86257 2.36081  0.294
H36 0.12441 2.11854 2.53577  0.308
O17 3.88270 4.44935 -2.39634  -0.622
H37 3.41879 4.64573 -1.58242  0.338
H38 3.28381 3.88332 -2.88335  0.377
O18 4.43800 -1.63814 0.78324  -0.745
H39 4.85027 -0.83115 1.09149  0.368
H40 3.49838 -1.46520 0.84197  0.306
O19 6.65727 3.47287 -1.39617  -0.662
H41 5.70197 3.46400 -1.45576  0.335
H42 6.95497 3.28112 -2.28546  0.317
O20 6.48005 0.51285 -1.11953  -0.712
H43 5.54257 0.49772 -0.92684  0.408
H44 6.82901 1.20627 -0.55951  0.311
O21 -1.52164 1.00714 1.85469  -0.702
H45 -1.95285 1.35545 1.07432  0.236
H46 -0.71036 0.61864 1.52739  0.300
O22 -2.28909 1.94029 -1.19046  -0.526
H47 -2.97398 2.18007 -1.81468  0.297
H48 -1.70569 1.36384 -1.68399  0.091
O23 3.26378 4.26293 0.51010  -0.680
H49 3.38681 3.33045 0.33242  0.230
H50 3.20242 4.31949 1.46365  0.251
O24 5.55308 1.06939 2.39481  -0.669
H51 5.04529 1.15296 1.58773  0.365
H52 6.37202 1.52994 2.21189  0.310
O25 5.16388 -0.27889 -4.35874  -0.623
H53 4.69589 -0.89346 -3.79348  0.353
H54 4.78889 0.57580 -4.14634  0.255